22 unconnected molecules or ions with the total composition C60H164O22, computed with wB97M-V/def2-TZVPD.

Summary:
**Orbital gap**: 9.5 eV
**Strongest force on any atom**: 0.0504 Eh/bohr
**Energy relative to the best compared isomer or geometry (same formula, charge and spin)**: 0.0 kcal/mol
**Total charge**: 0
**Lowest unoccupied orbital energy**: 0.00838 Eh

Last columns: bonded neighbours and bond lengths (Å).
Element x y z (Å)
1 C -4.4419 15.5053 18.5750  C2 1.589, H5 1.108, H6 1.078, H7 1.109
2 C -4.2128 17.0578 18.3285  C1 1.589, C3 1.522, O4 1.439, H8 1.089
3 C -5.3634 17.8330 18.9547  C2 1.522, H9 1.091, H10 1.084, H11 1.058
4 O -3.0145 17.4805 19.0039  C2 1.439, H12 0.951
5 H -3.5500 14.8814 18.3664  C1 1.108
6 H -5.2072 15.1530 17.9018  C1 1.078
7 H -4.7004 15.4944 19.6531  C1 1.109
8 H -4.2030 17.3288 17.2735  C2 1.089
9 H -5.2554 18.9176 18.9111  C3 1.091
10 H -5.5662 17.5217 19.9728  C3 1.084
11 H -6.2720 17.5310 18.5049  C3 1.058
12 H -2.4197 16.7642 19.1992  O4 0.951
13 C -7.0069 11.8482 24.3580  C14 1.513, H17 1.071, H18 1.089, H19 1.098
14 C -6.4881 10.6421 23.6064  C13 1.513, C15 1.538, O16 1.406, H20 1.096
15 C -7.5789 9.8496 22.8665  C14 1.538, H21 1.116, H22 1.061, H23 1.090
16 O -5.4287 10.9555 22.7374  C14 1.406, H24 0.997
17 H -7.7432 11.4804 25.0428  C13 1.071
18 H -7.5148 12.5689 23.7194  C13 1.089
19 H -6.2824 12.4209 24.9512  C13 1.098
20 H -6.0370 10.0042 24.3753  C14 1.096
21 H -7.2517 8.8612 22.4637  C15 1.116
22 H -7.9670 10.4063 22.0510  C15 1.061
23 H -8.3588 9.4969 23.5410  C15 1.090
24 H -5.5421 11.8802 22.3824  O16 0.997
25 C -6.9621 13.9140 31.2170  C26 1.578, H29 1.098, H30 1.071, H31 1.118
26 C -6.2525 13.0159 30.1311  C25 1.578, C27 1.513, O28 1.454, H32 1.115
27 C -7.2332 12.0679 29.4771  C26 1.513, H33 1.075, H34 1.078, H35 1.108
28 O -5.7025 13.8439 29.0696  C26 1.454, H36 0.968
29 H -7.8100 14.4288 30.7455  C25 1.098
30 H -6.2508 14.5565 31.6943  C25 1.071
31 H -7.4454 13.3185 32.0303  C25 1.118
32 H -5.4005 12.4544 30.5815  C26 1.115
33 H -6.7406 11.4373 28.7586  C27 1.075
34 H -7.8644 12.6533 28.8279  C27 1.078
35 H -7.7558 11.4725 30.2515  C27 1.108
36 H -5.1484 14.5513 29.4296  O28 0.968
37 C -7.0251 6.4250 23.7614  C38 1.528, H41 1.076, H42 1.097, H43 1.117
38 C -7.1587 5.2357 24.7106  C37 1.528, C39 1.539, O40 1.410, H44 1.123
39 C -5.7436 4.8554 25.1824  C38 1.539, H45 1.101, H46 1.101, H47 1.089
40 O -7.8495 5.5824 25.8896  C38 1.410, H48 0.985
41 H -7.9711 6.8206 23.4353  C37 1.076
42 H -6.4439 6.1215 22.8823  C37 1.097
43 H -6.5525 7.3247 24.2246  C37 1.117
44 H -7.6504 4.4299 24.1019  C38 1.123
45 H -5.1290 4.4727 24.3532  C39 1.101
46 H -5.7224 4.1404 26.0188  C39 1.101
47 H -5.3259 5.7620 25.6170  C39 1.089
48 H -8.6613 6.0921 25.6633  O40 0.985
49 C -12.6392 11.3421 19.4150  C50 1.517, H53 1.093, H54 1.107, H55 1.101
50 C -12.5825 9.9234 19.9480  C49 1.517, C51 1.572, O52 1.425, H56 1.116
51 C -13.8424 9.6323 20.8428  C50 1.572, H57 1.060, H58 1.108, H59 1.089
52 O -12.5315 8.9534 18.9059  C50 1.425, H60 0.975
53 H -13.3618 11.4663 18.6049  C49 1.093
54 H -11.6537 11.6855 19.0452  C49 1.107
55 H -12.8932 11.9713 20.2819  C49 1.101
56 H -11.6842 9.7862 20.5954  C50 1.116
57 H -13.7710 8.6589 21.2574  C51 1.060
58 H -14.7964 9.6545 20.2798  C51 1.108
59 H -13.8726 10.3734 21.6405  C51 1.089
60 H -13.3463 9.0439 18.3775  O52 0.975
61 C -11.1997 17.6935 21.2603  C62 1.527, H65 1.082, H66 1.101, H67 1.102
62 C -10.1035 16.8947 20.5589  C61 1.527, C63 1.483, O64 1.427, H68 1.137
63 C -9.6232 17.5665 19.3266  C62 1.483, H69 1.088, H70 1.106, H71 1.097
64 O -8.9889 16.7215 21.4336  C62 1.427, H72 0.961
65 H -11.5063 17.2259 22.1871  C61 1.082
66 H -12.1130 17.6602 20.6466  C61 1.101
67 H -10.8520 18.7032 21.5330  C61 1.102
68 H -10.5732 15.8783 20.3602  C62 1.137
69 H -9.0569 18.4686 19.5504  C63 1.088
70 H -10.5037 17.8168 18.7065  C63 1.106
71 H -8.9430 16.9490 18.7274  C63 1.097
72 H -8.2742 16.2947 20.9527  O64 0.961
73 C -11.1099 12.9413 29.1246  C74 1.512, H77 1.099, H78 1.093, H79 1.089
74 C -12.3800 12.3526 28.5544  C73 1.512, C75 1.568, O76 1.438, H80 1.093
75 C -13.0493 13.4181 27.6189  C74 1.568, H81 1.121, H82 1.124, H83 1.111
76 O -12.2109 11.1803 27.7383  C74 1.438, H84 0.984
77 H -10.5351 13.3614 28.2880  C73 1.099
78 H -10.4513 12.1822 29.5540  C73 1.093
79 H -11.3231 13.6976 29.8790  C73 1.089
80 H -13.0466 12.0882 29.3798  C74 1.093
81 H -14.0383 13.0131 27.2791  C75 1.121
82 H -12.2787 13.5335 26.8094  C75 1.124
83 H -13.1996 14.4011 28.1149  C75 1.111
84 H -12.2553 10.3980 28.3337  O76 0.984
85 C -2.3520 9.0301 21.4068  C86 1.458, H89 1.072, H90 1.101, H91 1.108
86 C -2.7274 8.6877 22.7735  C85 1.458, C87 1.522, O88 1.439, H92 1.103
87 C -1.5924 7.9393 23.4566  C86 1.522, H93 1.103, H94 1.092, H95 1.124
88 O -3.1051 9.8245 23.5710  C86 1.439, H96 0.960
89 H -3.0660 9.6065 20.8535  C85 1.072
90 H -2.1451 8.1183 20.8247  C85 1.101
91 H -1.4331 9.6489 21.3846  C85 1.108
92 H -3.6263 8.0506 22.7169  C86 1.103
93 H -1.3639 7.0792 22.8052  C87 1.103
94 H -1.9286 7.5269 24.4105  C87 1.092
95 H -0.6924 8.5960 23.6067  C87 1.124
96 H -3.9791 10.1898 23.4180  O88 0.960
97 C -4.9360 8.5448 26.8509  C98 1.512, H101 1.084, H102 1.129, H103 1.084
98 C -4.5812 7.3439 27.6990  C97 1.512, C99 1.574, O100 1.413, H104 1.093
99 C -3.9949 7.7786 29.0936  C98 1.574, H105 1.130, H106 1.103, H107 1.068
100 O -5.7104 6.5790 28.0699  C98 1.413, H108 1.000
101 H -5.2878 8.2214 25.8774  C97 1.084
102 H -3.9850 9.1228 26.6582  C97 1.129
103 H -5.6345 9.2181 27.3346  C97 1.084
104 H -3.8784 6.7071 27.1550  C98 1.093
105 H -4.7238 8.4174 29.6754  C99 1.130
106 H -3.0720 8.3774 29.0128  C99 1.103
107 H -3.8306 6.9740 29.7766  C99 1.068
108 H -6.2948 6.5530 27.2592  O100 1.000
109 C -8.3044 8.8022 16.9613  C110 1.516, H113 1.054, H114 1.122, H115 1.079
110 C -8.6921 10.1743 17.4766  C109 1.516, C111 1.504, O112 1.447, H116 1.103
111 C -8.7135 10.1835 18.9807  C110 1.504, H117 1.056, H118 1.116, H119 1.081
112 O -7.6632 11.0510 16.9601  C110 1.447, H120 0.995
113 H -7.4496 8.4906 17.4938  C109 1.054
114 H -8.0690 8.7982 15.8640  C109 1.122
115 H -9.0422 8.0286 17.1049  C109 1.079
116 H -9.6439 10.5493 17.0655  C110 1.103
117 H -8.9689 11.1274 19.3791  C111 1.056
118 H -7.7140 9.8641 19.3604  C111 1.116
119 H -9.5047 9.4918 19.2330  C111 1.081
120 H -6.7873 10.5902 17.0660  O112 0.995
121 C -4.1926 17.5856 24.8016  C122 1.486, H125 1.069, H126 1.112, H127 1.111
122 C -4.4220 17.2630 23.3695  C121 1.486, C123 1.543, O124 1.473, H128 1.099
123 C -3.1475 17.1750 22.5035  C122 1.543, H129 1.104, H130 1.086, H131 1.070
124 O -5.1055 15.9598 23.3004  C122 1.473, H132 0.981
125 H -3.6208 16.7978 25.2422  C121 1.069
126 H -5.1369 17.7462 25.3659  C121 1.112
127 H -3.5165 18.4487 24.9798  C121 1.111
128 H -5.0797 18.0192 22.9197  C122 1.099
129 H -2.8675 18.2323 22.3505  C123 1.104
130 H -3.3852 16.7228 21.5450  C123 1.086
131 H -2.4205 16.6461 23.0831  C123 1.070
132 H -5.7632 15.8250 24.0158  O124 0.981
133 C -8.0537 16.0146 16.2388  C134 1.534, H137 1.053, H138 1.121, H139 1.083
134 C -8.3758 14.7116 16.9823  C133 1.534, C135 1.535, O136 1.353, H140 1.138
135 C -9.6918 14.0666 16.5242  C134 1.535, H141 1.086, H142 1.106, H143 1.137
136 O -7.3502 13.8538 16.7730  C134 1.353, H144 0.968
137 H -8.8645 16.6861 16.2762  C133 1.053
138 H -7.8791 15.8606 15.1426  C133 1.121
139 H -7.1444 16.4653 16.6162  C133 1.083
140 H -8.4131 14.9742 18.0893  C134 1.138
141 H -10.6149 14.6030 16.7252  C135 1.086
142 H -9.8102 13.0671 16.9830  C135 1.106
143 H -9.6309 13.8646 15.4075  C135 1.137
144 H -7.6866 12.9472 16.7191  O136 0.968
145 C -10.4079 14.3017 24.1254  C146 1.516, H149 1.103, H150 1.053, H151 1.077
146 C -11.4355 13.6855 23.1971  C145 1.516, C147 1.509, O148 1.470, H152 1.095
147 C -10.8932 12.3738 22.6836  C146 1.509, H153 1.064, H154 1.094, H155 1.121
148 O -12.6716 13.4038 23.9410  C146 1.470, H156 0.973
149 H -9.8074 13.5695 24.6907  C145 1.103
150 H -10.8300 14.9376 24.8513  C145 1.053
151 H -9.7335 14.8681 23.5051  C145 1.077
152 H -11.6598 14.4142 22.4116  C146 1.095
153 H -11.5369 11.7965 22.0635  C147 1.064
154 H -10.4849 11.8032 23.5230  C147 1.094
155 H -10.0648 12.6029 21.9645  C147 1.121
156 H -12.8153 13.9666 24.7219  O148 0.973
157 C -12.5095 6.1781 23.3096  C158 1.494, H161 1.123, H162 1.098, H163 1.098
158 C -11.6777 7.0426 24.2007  C157 1.494, C159 1.571, O160 1.466, H164 1.098
159 C -12.5582 7.7318 25.3038  C158 1.571, H165 1.071, H166 1.106, H167 1.070
160 O -10.6406 6.2305 24.8433  C158 1.466, H168 0.955
161 H -12.0336 5.6809 22.4224  C157 1.123
162 H -13.2882 6.8034 22.8533  C157 1.098
163 H -13.0382 5.3574 23.8110  C157 1.098
164 H -11.0985 7.8167 23.6813  C158 1.098
165 H -12.9375 7.0144 26.0023  C159 1.071
166 H -13.4181 8.2203 24.8084  C159 1.106
167 H -11.9892 8.4579 25.8462  C159 1.070
168 H -11.0213 5.3749 25.0302  O160 0.955
169 C -3.8286 11.6987 16.9007  C170 1.535, H173 1.086, H174 1.105, H175 1.086
170 C -4.3326 10.8658 18.0869  C169 1.535, C171 1.496, O172 1.437, H176 1.108
171 C -5.0726 11.7317 19.0570  C170 1.496, H177 1.097, H178 1.114, H179 1.106
172 O -5.2525 9.8866 17.5762  C170 1.437, H180 0.946
173 H -2.9814 12.3095 17.1979  C169 1.086
174 H -4.6517 12.3801 16.6209  C169 1.105
175 H -3.5313 11.0856 16.0546  C169 1.086
176 H -3.4923 10.3248 18.5658  C170 1.108
177 H -4.3760 12.3536 19.6335  C171 1.097
178 H -5.6405 11.1553 19.8223  C171 1.114
179 H -5.7147 12.4154 18.4710  C171 1.106
180 H -5.2080 9.1509 18.1693  O172 0.946
181 C -6.5666 16.5964 27.4713  C182 1.525, H185 1.116, H186 1.106, H187 1.090
182 C -7.2234 15.4391 26.7254  C181 1.525, C183 1.529, O184 1.452, H188 1.084
183 C -8.7177 15.3969 27.0442  C182 1.529, H189 1.095, H190 1.105, H191 1.092
184 O -7.1210 15.7347 25.3075  C182 1.452, H192 0.969
185 H -6.7179 16.4841 28.5715  C181 1.116
186 H -7.0147 17.5727 27.2077  C181 1.106
187 H -5.4841 16.5851 27.3442  C181 1.090
188 H -6.6278 14.5570 26.9316  C182 1.084
189 H -9.0671 14.4915 26.5362  C183 1.095
190 H -9.2442 16.2848 26.6509  C183 1.105
191 H -8.9832 15.3170 28.1006  C183 1.092
192 H -7.6479 15.0581 24.8568  O184 0.969
193 C -3.5897 13.4693 26.2746  C194 1.524, H196 1.108, H197 1.071, H198 1.099
194 C -3.5768 12.0317 26.7813  C193 1.524, O195 1.448, H199 1.114, H200 1.113
195 O -3.2751 12.1302 28.1940  C194 1.448, H201 0.953
196 H -2.6715 14.0577 26.4681  C193 1.108
197 H -4.3913 14.0040 26.7426  C193 1.071
198 H -3.7707 13.6599 25.2076  C193 1.099
199 H -2.8447 11.3231 26.3305  C194 1.114
200 H -4.5634 11.5343 26.6498  C194 1.113
201 H -4.0241 12.5596 28.5980  O195 0.953
202 C -1.9453 13.6693 21.2403  C203 1.532, H205 1.075, H206 1.084, H207 1.081
203 C -2.5851 12.9966 22.4590  C202 1.532, O204 1.424, H208 1.062, H209 1.111
204 O -1.6338 12.2231 23.1823  C203 1.424, H210 0.945
205 H -1.6742 12.8930 20.5482  C202 1.075
206 H -1.0843 14.2167 21.6072  C202 1.084
207 H -2.6879 14.3111 20.7876  C202 1.081
208 H -3.4891 12.5145 22.1794  C203 1.062
209 H -2.8804 13.7838 23.1851  C203 1.111
210 H -2.0561 11.3982 23.3655  O204 0.945
211 C -8.8000 9.2812 26.6573  C212 1.509, H214 1.101, H215 1.104, H216 1.079
212 C -9.1851 10.7121 26.9411  C211 1.509, O213 1.395, H217 1.078, H218 1.064
213 O -10.0974 11.2147 26.0131  C212 1.395, H219 0.985
214 H -9.6914 8.7822 26.2456  C211 1.101
215 H -8.4507 8.8016 27.5882  C211 1.104
216 H -8.0028 9.2077 25.9332  C211 1.079
217 H -8.3505 11.3950 26.9555  C212 1.078
218 H -9.6484 10.7337 27.8983  C212 1.064
219 H -11.0210 11.1747 26.3530  O213 0.985
220 C -5.9414 7.1898 20.1999  C221 1.556, H223 1.065, H224 1.082, H225 1.110
221 C -5.7116 5.6618 20.3810  C220 1.556, O222 1.442, H226 1.097, H227 1.116
222 O -6.9272 4.8875 20.3209  C221 1.442, H228 0.958
223 H -6.4521 7.3367 19.2767  C220 1.065
224 H -4.9785 7.6841 20.2006  C220 1.082
225 H -6.5039 7.5860 21.0705  C220 1.110
226 H -5.2312 5.5958 21.3645  C221 1.097
227 H -5.0646 5.3250 19.5360  C221 1.116
228 H -7.5501 5.3678 19.7740  O222 0.958
229 C -9.4204 7.1889 20.9638  C230 1.501, H232 1.089, H233 1.080, H234 1.108
230 C -9.9945 6.6949 19.6679  C229 1.501, O231 1.467, H235 1.117, H236 1.106
231 O -8.9529 6.0472 18.8630  C230 1.467, H237 0.975
232 H -8.9422 6.4024 21.5452  C229 1.089
233 H -10.1596 7.6333 21.6143  C229 1.080
234 H -8.6785 7.9792 20.7322  C229 1.108
235 H -10.5336 7.4296 19.0222  C230 1.117
236 H -10.7525 5.9238 19.9007  C230 1.106
237 H -9.3946 5.4240 18.2569  O231 0.975
238 C -7.6051 13.4130 20.3996  C239 1.541, H241 1.120, H242 1.085, H243 1.089
239 C -6.8849 14.2018 21.5102  C238 1.541, O240 1.378, H244 1.092, H245 1.099
240 O -5.6875 13.6091 21.8457  C239 1.378, H246 0.947
241 H -8.6409 13.8388 20.3962  C238 1.120
242 H -7.6646 12.3482 20.6018  C238 1.085
243 H -7.0219 13.5456 19.4894  C238 1.089
244 H -7.5468 14.3115 22.3711  C239 1.092
245 H -6.6747 15.2168 21.1446  C239 1.099
246 H -5.1567 14.2225 22.3335  O240 0.947